# 1
Density functional theory data (ωB97M-V with the def2-TZVPD basis set) for a cluster of 2 separate species, C2H4NO5P in total in a non-equilibrium geometry.

Geometry (Å):
C1 -0.341 1.027 0.346
C2 -0.309 -0.107 -0.628
N1 1.844 -1.244 2.313
O1 -0.632 -0.884 -3.338
O2 -1.635 1.381 -2.620
O3 2.786 -2.096 2.417
O4 1.616 -0.524 3.340
O5 -1.670 -0.647 -0.913
P1 -0.990 0.085 -2.262
H1 -0.536 0.664 1.356
H2 -1.130 1.714 0.037
H3 0.619 1.544 0.351
H4 0.377 -0.913 -0.399

Summary:
- LUMO level: 6.61 eV
- 2S+1: 1
- HOMO-LUMO gap: 0.2762 Ha
- Net charge: -2
- Largest force on an atom: 1.61 eV/Å
- Energy above the lowest of the compared OMol25 structures with the same formula, charge and spin: 3.872 eV
- Highest occupied orbital energy: -0.9 eV
- E_tot: -850.9219 a.u.

Results of the natural (NBO) charge analysis, in e, for atoms 1 through 4: -0.6375 -0.3073 0.2304 -1.1684

***

# 2
Density functional theory data (ωB97M-V with the def2-TZVPD basis set) for the molecule C4H4N2S in a non-equilibrium geometry.

Geometry (Å):
C1 -0.692 0.019 -0.989
C2 -0.070 0.203 0.222
C3 0.951 -0.436 0.973
C4 1.009 0.293 2.116
H1 -1.339 -0.841 -2.974
H2 -1.514 0.733 -1.230
H3 1.549 -1.337 0.721
H4 1.671 0.227 2.991
N1 0.137 1.381 2.101
N2 -0.568 1.324 1.022
S1 -0.283 -1.137 -2.206

Summary:
- LUMO level: -0.96 eV
- 2S+1: 1
- HOMO-LUMO gap: 0.3033 Ha
- Largest force on an atom: 2.01 eV/Å
- Energy above the lowest of the compared OMol25 structures with the same formula, charge and spin: 2.269 eV
- Highest occupied orbital energy: -9.2 eV
- SMILES: S/C=C1\C=CN=N1
- E_tot: -662.4422 a.u.

Results of the natural (NBO) charge analysis, in e, for atoms 1 through 4: -0.2233 -0.0447 -0.2859 -0.0705

***

# 3
Density functional theory data (ωB97M-V with the def2-TZVPD basis set) for a cluster of 8 separate species, C20H58N2O8 in total in a non-equilibrium geometry.

Geometry (Å):
C1 9.720 8.937 6.511
C2 9.761 10.437 6.210
C3 9.034 11.324 7.260
O1 7.724 10.838 7.548
C4 6.818 11.818 7.945
N1 11.179 10.820 6.150
H1 10.159 8.716 7.490
H2 10.218 8.372 5.721
H3 8.718 8.578 6.546
H4 9.259 10.529 5.256
H5 9.028 12.334 6.873
H6 9.600 11.335 8.189
H7 5.870 11.294 7.981
H8 6.733 12.735 7.346
H9 7.052 12.102 8.980
H10 11.559 10.738 7.095
H11 11.434 11.764 5.805
C5 9.958 9.155 12.118
C6 8.690 10.017 12.150
C7 8.960 11.537 11.934
O2 9.779 11.673 10.759
C8 10.000 13.006 10.421
N2 7.738 9.425 11.238
H12 10.808 9.672 12.576
H13 10.303 8.989 11.076
H14 9.764 8.171 12.529
H15 8.313 9.972 13.190
H16 9.477 12.000 12.780
H17 8.015 12.056 11.787
H18 10.684 12.993 9.576
H19 10.351 13.684 11.208
H20 9.033 13.425 10.087
H21 7.999 9.368 10.247
H22 6.832 9.863 11.190
C9 12.564 12.373 12.887
C10 12.454 11.441 14.146
O3 13.222 11.985 15.241
H23 12.132 13.372 12.977
H24 12.049 11.819 12.091
H25 13.617 12.473 12.556
H26 12.912 10.486 13.843
H27 11.439 11.334 14.542
H28 13.011 12.928 15.302
C11 16.474 10.777 7.906
C12 17.527 9.745 7.525
O4 18.276 10.151 6.392
H29 16.965 11.743 8.084
H30 15.956 10.579 8.865
H31 15.690 10.901 7.139
H32 17.035 8.779 7.473
H33 18.193 9.646 8.390
H34 17.687 10.358 5.664
C13 14.835 7.868 13.852
C14 14.284 7.816 15.324
O5 13.949 6.510 15.783
H35 15.139 8.869 13.565
H36 14.115 7.469 13.138
H37 15.727 7.245 13.770
H38 13.465 8.527 15.437
H39 15.082 8.142 15.992
H40 13.218 6.166 15.257
C15 13.906 13.461 7.097
C16 13.287 13.977 8.402
O6 13.662 13.181 9.534
H41 14.991 13.465 7.209
H42 13.608 14.100 6.276
H43 13.550 12.439 6.887
H44 12.204 13.989 8.372
H45 13.598 14.987 8.662
H46 13.222 12.323 9.501
C17 13.523 9.364 10.727
C18 12.735 9.362 9.408
O7 12.003 10.582 9.271
H47 14.072 10.310 10.848
H48 14.265 8.547 10.854
H49 12.929 9.302 11.633
H50 12.048 8.504 9.394
H51 13.386 9.309 8.520
H52 11.260 10.626 9.887
C19 8.980 6.308 9.379
C20 8.213 6.110 8.084
O8 7.445 4.913 8.195
H53 9.533 7.258 9.424
H54 9.741 5.558 9.617
H55 8.365 6.291 10.270
H56 8.919 6.096 7.230
H57 7.583 6.996 7.977
H58 7.086 4.692 7.330

Summary:
- LUMO level: 0.54 eV
- 2S+1: 1
- HOMO-LUMO gap: 0.3583 Ha
- Largest force on an atom: 2.05 eV/Å
- Energy above the lowest of the compared OMol25 structures with the same formula, charge and spin: 0.521 eV
- Highest occupied orbital energy: -9.2 eV
- SMILES: COC[C@H](C)N.COC[C@H](C)N.CCO.CCO.CCO.CCO.CCO.CCO
- E_tot: -1508.1197 a.u.

Results of the Löwdin charge analysis, in e, for atoms 1 through 4: -0.0595 -0.3987 -0.1777 -0.1855

***

# 4
Density functional theory data (ωB97M-V with the def2-TZVPD basis set) for a cluster of 2 separate species, C5H10O in total.

Geometry (Å):
C1 -0.667 1.724 -1.671
C2 -0.343 -0.234 0.793
C3 -1.248 -1.086 -0.055
C4 0.918 -0.570 0.974
C5 2.197 -0.662 1.612
O1 1.740 -1.575 0.568
H1 -0.435 2.723 -2.045
H2 -1.564 1.763 -1.047
H3 -0.841 1.046 -2.509
H4 -0.736 0.641 1.303
H5 -2.172 -0.567 -0.322
H6 -1.523 -1.987 0.505
H7 -0.759 -1.413 -0.978
H8 0.163 1.349 -1.072
H9 3.044 -0.036 1.342
H10 2.227 -1.116 2.600

Summary:
- LUMO level: 1.02 eV
- 2S+1: 1
- HOMO-LUMO gap: 0.3617 Ha
- Largest force on an atom: 0.38 eV/Å
- Energy above the lowest of the compared OMol25 structures with the same formula, charge and spin: 2.525 eV
- Highest occupied orbital energy: -8.8 eV
- SMILES: C/C=C1/CO1.C
- E_tot: -271.6598 a.u.

Results of the natural (NBO) charge analysis, in e, for atoms 1 through 4: -0.8553 -0.2914 -0.6416 0.2635

***

# 5
Density functional theory data (ωB97M-V with the def2-TZVPD basis set) for a structure of composition C39H44N3O19 in a non-equilibrium geometry.

Geometry (Å):
C1 0.389 -1.345 0.340
C2 0.436 0.158 0.206
O1 0.059 0.589 -0.874
N1 0.719 1.029 1.419
H1 -0.253 1.170 1.823
H2 1.425 0.850 1.981
C3 0.853 2.580 1.129
H3 0.146 -2.045 -0.517
H4 -0.192 -1.679 1.177
H5 1.348 -1.774 0.780
H6 -0.029 2.902 0.625
H7 1.504 2.901 0.406
H8 0.915 3.172 1.914
N2 -2.029 0.820 3.074
O2 -1.794 -0.152 2.361
O3 -1.445 1.917 2.835
O4 -2.469 0.621 4.296
N3 1.683 -1.343 3.828
O5 1.094 -2.341 3.423
O6 2.568 -0.793 3.115
O7 1.022 -0.663 4.610
C4 -4.456 2.870 -0.094
C5 -2.907 3.014 -0.190
C6 -2.650 3.312 -1.678
O8 -2.571 4.128 0.592
H9 -4.958 3.783 -0.173
H10 -4.687 2.375 0.815
H11 -4.815 2.382 -0.963
H12 -2.521 2.023 0.139
H13 -2.886 4.337 -2.028
H14 -2.915 2.620 -2.275
H15 -1.685 2.939 -1.974
H16 -2.904 3.967 1.476
C7 1.370 7.186 -2.909
C8 1.538 6.690 -1.530
C9 0.907 5.347 -1.184
O9 2.871 6.666 -1.251
H17 1.520 6.357 -3.712
H18 2.114 8.039 -3.052
H19 0.281 7.535 -2.866
H20 0.960 7.398 -0.913
H21 -0.161 5.255 -1.345
H22 0.983 4.946 -0.100
H23 1.631 4.598 -1.817
H24 3.135 6.180 -0.448
C10 -0.812 1.063 -4.396
C11 -0.235 2.477 -4.543
C12 1.002 2.953 -3.785
O10 1.449 4.033 -3.797
C13 1.750 1.828 -2.967
C14 1.145 0.479 -2.928
C15 -0.126 0.168 -3.556
O11 -0.620 -0.981 -3.374
H25 -1.641 0.961 -4.900
H26 -0.758 3.131 -5.248
H27 2.610 2.182 -2.409
H28 1.527 -0.456 -2.308
C16 -1.632 -6.672 1.570
C17 -0.997 -8.131 1.869
C18 0.524 -8.178 1.933
O12 1.046 -9.295 2.058
C19 1.317 -6.947 1.723
C20 0.738 -5.705 1.364
C21 -0.786 -5.519 1.195
O13 -1.414 -4.439 0.994
H29 -2.660 -6.792 1.606
H30 -1.414 -8.900 2.159
H31 2.410 -6.866 1.859
H32 1.204 -4.690 1.051
C22 -2.875 -2.784 -0.070
C23 -3.319 -4.026 0.901
C24 -3.610 -3.633 2.285
O14 -3.845 -4.438 3.203
C25 -3.461 -2.196 2.557
C26 -3.294 -1.109 1.612
C27 -2.935 -1.471 0.327
O15 -2.513 -0.496 -0.317
H33 -2.457 -3.050 -1.108
H34 -3.428 -4.985 0.331
H35 -3.694 -1.827 3.614
H36 -3.002 0.012 2.049
C28 1.586 -5.446 -2.204
C29 1.144 -6.850 -1.912
C30 -0.265 -7.095 -2.402
O16 -0.770 -8.177 -2.414
C31 -1.170 -5.939 -2.752
C32 -0.680 -4.568 -2.842
C33 0.684 -4.222 -2.474
O17 1.133 -3.124 -2.520
H37 2.662 -5.110 -1.940
H38 1.811 -7.617 -1.685
H39 -2.143 -6.140 -3.232
H40 -1.284 -3.672 -3.151
C34 4.623 2.567 1.345
C35 4.072 3.944 0.999
C36 3.385 4.765 2.033
O18 3.113 5.893 1.833
C37 3.343 4.256 3.329
C38 3.969 2.922 3.798
C39 4.654 2.126 2.763
O19 5.157 1.049 3.028
H41 5.151 2.022 0.605
H42 4.348 4.225 -0.112
H43 3.078 5.106 4.071
H44 4.063 2.866 4.816

Summary:
- LUMO level: -0.90 eV
- 2S+1: 1
- HOMO-LUMO gap: 0.1580 Ha
- Net charge: -1
- Largest force on an atom: 16.45 eV/Å
- Energy above the lowest of the compared OMol25 structures with the same formula, charge and spin: 4.082 eV
- Highest occupied orbital energy: -5.2 eV
- E_tot: -3105.1630 a.u.

Results of the Löwdin charge analysis, in e, for atoms 1 through 4: 0.0130 -0.2924 0.0665 0.2072

***

> Which formula does entry 3 have?

C20H58N2O8